Entry from OMol25: a single C3H8N2O2 molecule (wB97M-V/def2-TZVPD).

```
! RIJCOSX wB97M-V def2-TZVPD def2/J DEFGRID3
* xyz 0 1
N 2.548 0.471 -0.433
C 1.202 -0.176 -0.588
C 0.108 0.407 0.291
N -0.790 -0.640 0.717
C -2.164 -0.457 0.530
O -3.038 -0.800 1.298
O -2.363 0.289 -0.708
H 3.242 -0.153 -0.142
H 2.969 0.989 -1.284
H 1.337 -1.302 -0.293
H 0.924 -0.252 -1.642
H 0.364 0.821 1.310
H -0.492 1.179 -0.164
H -0.628 -1.101 1.569
H -3.220 0.724 -0.460
*
```

- HOMO level: -9.5 eV
- Structure (SMILES): NCCNC(=O)O
- Energy above the lowest of the compared OMol25 structures with the same formula, charge and spin: 135.5 kJ/mol

---

Entry from OMol25: a single C3H8N2O2 molecule (wB97M-V/def2-TZVPD).

```
! RIJCOSX wB97M-V def2-TZVPD def2/J DEFGRID3
* xyz 0 1
C -1.176 1.361 -0.479
C -0.589 0.072 0.157
O -0.720 -0.068 1.552
N 0.844 -0.110 -0.047
C 1.289 -1.482 -0.349
N 1.682 0.775 0.404
O 2.879 0.531 0.441
H -1.230 2.265 0.272
H -2.189 1.267 -0.761
H -0.704 1.758 -1.291
H -0.984 -0.743 -0.308
H 0.099 0.290 1.990
H 0.926 -1.976 0.610
H 0.840 -1.730 -1.263
H 2.318 -1.537 -0.533
*
```

- HOMO level: -9.1 eV
- Structure (SMILES): C[C@H](O)N(C)N=O
- Energy above the lowest of the compared OMol25 structures with the same formula, charge and spin: 422.3 kJ/mol

---

Entry from OMol25: a single C3H8N2O2 molecule (wB97M-V/def2-TZVPD).

```
! RIJCOSX wB97M-V def2-TZVPD def2/J DEFGRID3
* xyz 0 1
N -2.188 -0.886 -1.211
C -0.782 -0.545 -1.055
C -0.644 0.532 0.176
O -1.517 1.141 0.864
N 0.698 0.843 0.584
C 1.971 0.215 0.042
O 2.193 -0.992 0.763
H -2.716 -0.070 -1.629
H -2.672 -1.093 -0.443
H -0.231 -0.072 -1.857
H -0.247 -1.448 -0.615
H 0.838 1.395 1.446
H 1.995 0.092 -1.060
H 2.789 0.847 0.377
H 1.990 -1.757 0.172
*
```

- HOMO level: -9.4 eV
- Structure (SMILES): NCC(=O)NCO
- Energy above the lowest of the compared OMol25 structures with the same formula, charge and spin: 205.4 kJ/mol

---

Entry from OMol25: 3 unconnected molecules or ions with the total composition C3H8N2O2 (wB97M-V/def2-TZVPD).

```
! RIJCOSX wB97M-V def2-TZVPD def2/J DEFGRID3
* xyz 0 1
C 0.927 0.790 1.922
C -0.111 -0.196 1.859
N 0.091 -0.906 0.767
C 1.273 -0.348 0.234
N 1.763 0.708 0.929
H 0.907 1.668 2.609
H -1.081 -0.260 2.344
H -0.326 -1.806 0.615
H 1.867 -0.869 -0.727
O -1.775 -1.390 -1.560
H -2.166 -2.058 -2.062
H -1.706 -0.751 -2.298
O -0.109 1.487 -1.736
H -0.166 2.430 -1.863
H 0.614 1.499 -1.031
*
```

- HOMO level: -8.3 eV
- Structure (SMILES): c1c[nH]cn1.O.O
- Energy above the lowest of the compared OMol25 structures with the same formula, charge and spin: 216.6 kJ/mol

---

Entry from OMol25: a single C3H8N2O2 molecule (wB97M-V/def2-TZVPD).

```
! RIJCOSX wB97M-V def2-TZVPD def2/J DEFGRID3
* xyz 0 1
N -0.352 -2.580 0.341
C -1.009 -1.716 -0.579
O -1.962 -2.087 -1.222
N -0.619 -0.393 -0.638
C 0.027 0.481 0.396
C 0.706 1.715 -0.217
O 1.631 2.342 0.742
H 0.272 -2.093 0.963
H -1.037 -3.156 0.810
H -1.143 0.099 -1.350
H -0.780 0.837 1.078
H 0.724 -0.148 0.931
H -0.087 2.364 -0.588
H 1.448 1.359 -0.937
H 2.182 2.975 0.269
*
```

- HOMO level: -9.6 eV
- Structure (SMILES): NC(=O)NCCO
- Energy above the lowest of the compared OMol25 structures with the same formula, charge and spin: 104.0 kJ/mol

---

Entry from OMol25: a molecular structure, C3H8N2O2 (wB97M-V/def2-TZVPD).

```
! RIJCOSX wB97M-V def2-TZVPD def2/J DEFGRID3
* xyz 0 1
C -1.496 1.360 -0.652
O -0.681 0.767 0.374
H 0.419 0.882 0.237
H -2.540 1.297 -0.346
H -1.211 2.407 -0.760
H -1.355 0.829 -1.595
C -0.008 -0.854 0.093
N 0.246 -1.422 1.297
C 1.867 0.339 0.014
N -0.365 -1.263 -1.032
O 2.646 0.099 0.910
H -0.571 -1.726 1.808
H 0.944 -0.944 1.860
H -0.159 -2.248 -1.175
H 2.264 0.475 -1.033
*
```

- HOMO level (alpha / beta): -7.5 / -7.5 eV
- Energy above the lowest of the compared OMol25 structures with the same formula, charge and spin: 547.4 kJ/mol

---

Entry from OMol25: 2 unconnected molecules or ions with the total composition C3H8N2O2 (wB97M-V/def2-TZVPD).

```
! RIJCOSX wB97M-V def2-TZVPD def2/J DEFGRID3
* xyz 0 1
C -1.985 -0.147 0.627
C -0.499 -0.182 0.571
C 0.142 -1.336 0.676
N 1.503 -1.397 0.476
O 2.148 -2.233 1.047
O 1.986 -0.519 -0.240
H -2.329 -0.867 -0.026
H -2.362 -0.373 1.600
H -2.448 0.770 0.253
H 0.016 0.698 0.345
H -0.396 -2.329 0.936
N 0.991 1.973 -1.378
H 1.177 2.887 -1.593
H 0.240 1.641 -2.085
H 1.816 1.416 -1.209
*
```

- HOMO level: -9.7 eV
- Structure (SMILES): C/C=C/[N+](=O)[O-].N
- Energy above the lowest of the compared OMol25 structures with the same formula, charge and spin: 487.6 kJ/mol

---

Entry from OMol25: a single C3H8N2O2 molecule (wB97M-V/def2-TZVPD).

```
! RIJCOSX wB97M-V def2-TZVPD def2/J DEFGRID3
* xyz 0 1
N -1.449 -0.492 -1.610
C -0.026 -0.368 -2.025
C 0.844 0.564 -1.205
N 0.696 0.768 0.217
C 0.182 0.009 1.177
O -0.537 -0.979 1.089
O 0.372 0.489 2.445
H -1.514 -0.495 -0.601
H -1.730 -1.449 -1.797
H 0.035 -0.061 -3.063
H 0.348 -1.380 -1.826
H 1.868 0.381 -1.545
H 0.609 1.546 -1.633
H 0.963 1.662 0.611
H -0.302 -0.003 2.899
*
```

- HOMO level: -9.0 eV
- Structure (SMILES): NCCNC(=O)O
- Energy above the lowest of the compared OMol25 structures with the same formula, charge and spin: 98.2 kJ/mol

---

Entry from OMol25: a single C3H8N2O2 molecule (wB97M-V/def2-TZVPD).

```
! RIJCOSX wB97M-V def2-TZVPD def2/J DEFGRID3
* xyz 0 1
N -1.810 -1.154 1.454
C -0.640 -1.241 0.561
C -0.088 0.128 0.216
N 0.758 0.044 -0.952
C 1.446 1.104 -1.454
O 2.044 1.094 -2.497
O 1.438 2.159 -0.587
H -1.686 -1.850 2.180
H -1.850 -0.248 1.900
H 0.120 -1.858 1.029
H -0.923 -1.766 -0.362
H 0.453 0.528 1.077
H -0.903 0.828 0.042
H 0.576 -0.706 -1.596
H 1.066 2.937 -1.012
*
```

- HOMO level: -9.7 eV
- Structure (SMILES): NCCNC(=O)O
- Energy above the lowest of the compared OMol25 structures with the same formula, charge and spin: 69.4 kJ/mol

---

Entry from OMol25: a single C3H8N2O2 molecule (wB97M-V/def2-TZVPD).

```
! RIJCOSX wB97M-V def2-TZVPD def2/J DEFGRID3
* xyz 0 1
C 2.611 -0.155 0.119
O 1.288 -0.145 -0.386
N 0.549 0.926 0.069
C -0.813 0.780 -0.042
O -1.557 1.761 -0.041
C -1.268 -0.602 -0.116
N -2.685 -0.792 -0.028
H 3.112 -1.028 -0.380
H 3.156 0.786 -0.093
H 2.579 -0.387 1.220
H 0.854 1.805 -0.334
H -0.972 -0.951 -1.115
H -0.702 -1.205 0.559
H -3.108 0.032 -0.445
H -3.044 -0.827 1.014
*
```

- HOMO level: -9.5 eV
- Structure (SMILES): CONC(=O)CN
- Energy above the lowest of the compared OMol25 structures with the same formula, charge and spin: 297.1 kJ/mol

---

Entry from OMol25: a single C3H8N2O2 molecule (wB97M-V/def2-TZVPD).

```
! RIJCOSX wB97M-V def2-TZVPD def2/J DEFGRID3
* xyz 0 1
N 2.443 -0.700 0.541
C 1.343 0.265 0.615
C -0.007 -0.387 0.177
N -0.941 0.687 -0.136
C -2.151 0.402 -0.732
O -3.206 0.931 -0.508
O -1.998 -0.599 -1.654
H 2.637 -0.965 1.486
H 3.284 -0.207 0.287
H 1.189 0.627 1.636
H 1.385 1.074 -0.112
H -0.462 -1.049 0.915
H 0.265 -0.967 -0.699
H -0.951 1.613 0.273
H -2.831 -0.725 -2.089
*
```

- HOMO level: -9.6 eV
- Structure (SMILES): NCCNC(=O)O
- Energy above the lowest of the compared OMol25 structures with the same formula, charge and spin: 73.3 kJ/mol

---

Entry from OMol25: a gas-phase ion, C3H8N2O2 (charge +1) (wB97M-V/def2-TZVPD).

```
! RIJCOSX wB97M-V def2-TZVPD def2/J DEFGRID3
* xyz 1 2
C 0.449 0.374 0.437
C -0.335 1.670 0.505
O 0.593 2.729 0.664
N -0.566 -0.682 0.158
C -0.446 -1.825 -0.709
N 0.739 -1.936 -1.371
O -1.401 -2.546 -0.778
H 1.183 0.329 -0.357
H 0.804 0.067 1.425
H -1.058 1.878 -0.285
H -0.951 1.630 1.419
H 0.183 3.362 1.246
H -1.512 -0.630 0.558
H 1.594 -1.668 -0.924
H 0.724 -2.753 -1.988
*
```

- HOMO level (alpha / beta): -15.2 / -15.2 eV
- <S²>: 0.763
- Energy above the lowest of the compared OMol25 structures with the same formula, charge and spin: 116.3 kJ/mol

---

Entry from OMol25: a single C3H8N2O2S molecule (wB97M-V/def2-TZVPD).

```
! RIJCOSX wB97M-V def2-TZVPD def2/J DEFGRID3
* xyz 0 1
C -0.766 0.738 -1.138
C -0.957 -0.717 -0.813
C 0.415 -1.063 1.228
N 0.474 1.126 -0.713
N -0.847 -1.157 0.555
O 2.443 1.901 0.481
O 0.650 0.175 1.817
S 0.842 1.635 0.751
H -0.747 0.864 -2.159
H -1.648 1.323 -0.557
H -2.069 -0.908 -0.979
H -0.306 -1.359 -1.607
H 1.189 -1.331 0.493
H 0.419 -1.800 2.075
H -1.675 -1.025 0.980
H 2.581 1.600 -0.415
*
```

- HOMO level: -8.7 eV
- Energy above the lowest of the compared OMol25 structures with the same formula, charge and spin: 295.9 kJ/mol

---

Entry from OMol25: a single C3H8N2O2S molecule (wB97M-V/def2-TZVPD).

```
! RIJCOSX wB97M-V def2-TZVPD def2/J DEFGRID3
* xyz 0 1
C 1.547 -0.648 0.601
C -0.408 -1.641 -0.203
C 0.100 2.000 -0.026
N 0.892 -1.224 -0.375
N -0.482 0.963 0.778
O -1.793 0.372 -1.344
O -2.536 -0.484 0.860
S -1.488 0.031 0.026
H 1.209 -0.779 1.610
H 2.458 -0.115 0.401
H -0.831 -2.170 -1.048
H -0.596 -2.120 0.749
H 0.980 2.387 0.490
H 0.388 1.644 -1.021
H -0.617 2.813 -0.170
H 1.178 -1.027 -1.331
*
```

- HOMO level (alpha / beta): -8.9 / -8.9 eV
- Energy above the lowest of the compared OMol25 structures with the same formula, charge and spin: 273.5 kJ/mol

---

Entry from OMol25: a single C3H8N2O2S molecule (wB97M-V/def2-TZVPD).

```
! RIJCOSX wB97M-V def2-TZVPD def2/J DEFGRID3
* xyz 0 1
C 0.748 -0.007 -0.603
C -1.644 0.964 -0.558
C -0.393 0.634 0.123
N 1.868 -0.315 0.158
N 0.557 -0.229 -1.865
O 0.171 -1.357 2.049
O 0.030 1.440 1.134
S -1.018 -0.984 1.378
H -1.397 1.777 -1.216
H -1.857 0.100 -1.100
H -2.412 1.241 0.246
H -1.242 -2.034 0.378
H 1.638 -0.830 1.096
H 2.565 -0.898 -0.346
H 1.007 1.102 1.363
H 1.379 -0.604 -2.240
*
```

- HOMO level: -8.5 eV
- Energy above the lowest of the compared OMol25 structures with the same formula, charge and spin: 191.9 kJ/mol

---

Entry from OMol25: 2 unconnected molecules or ions with the total composition C3H8N2O2S (wB97M-V/def2-TZVPD).

```
! RIJCOSX wB97M-V def2-TZVPD def2/J DEFGRID3
* xyz 0 1
N -1.511 -0.305 1.880
C -1.406 0.511 0.732
S -0.448 1.970 0.776
C -2.063 0.101 -0.434
O -2.819 -1.009 -0.395
O -2.124 0.775 -1.580
H -0.619 -0.780 2.072
H -2.324 -0.941 1.869
H 0.832 1.483 0.631
H -3.475 -1.137 -1.123
H -1.570 1.671 -1.614
C 1.872 0.110 -1.566
N 2.343 0.391 -0.432
H 1.871 -0.870 -2.102
H 1.369 0.898 -2.245
H 2.757 -0.420 -0.021
*
```

- HOMO level: -7.4 eV
- Structure (SMILES): NC(S)=C(O)O.C=N
- Energy above the lowest of the compared OMol25 structures with the same formula, charge and spin: 165.1 kJ/mol

---

Entry from OMol25: 2 unconnected molecules or ions with the total composition C3H8N2O3S (wB97M-V/def2-TZVPD).

```
! RIJCOSX wB97M-V def2-TZVPD def2/J DEFGRID3
* xyz 0 1
C -0.233 -1.453 0.607
C -1.028 -1.379 -0.688
C -0.642 0.774 0.085
N -0.610 -0.101 1.143
N -0.909 0.046 -1.053
O 1.929 0.419 -0.511
O 0.857 2.444 -1.347
O 1.491 2.113 1.007
S 0.938 1.586 -0.219
H -0.652 -2.240 1.279
H 0.885 -1.534 0.482
H -0.631 -1.895 -1.537
H -2.055 -1.685 -0.303
H -1.443 1.916 0.551
H -0.053 0.412 1.953
H 2.349 0.335 0.384
H -0.193 0.241 -1.833
*
```

- HOMO level: -9.2 eV
- Energy above the lowest of the compared OMol25 structures with the same formula, charge and spin: 317.1 kJ/mol